Record 1
A 3-piece molecular cluster, C4H15N3O overall. Source: the Open Molecules 2025 dataset; level of theory: ωB97M-V/def2-TZVPD.

Each line ends with the Löwdin charge.
Geometry (Å):
C  -1.03  -1.23  -0.66  -0.30
N  -0.04  -0.18  -0.93  -0.07
C  1.33  -0.68  -1.04  -0.26
C  2.31  0.23  -0.27  -0.28
N  1.99  0.08  1.17  -0.07
C  -2.41  -0.69  -0.49  -0.30
N  -2.60  0.02  0.80  -0.01
H  -1.00  -1.94  -1.54  0.12
H  -0.80  -2.00  0.16  0.12
H  -0.05  0.64  -0.32  0.05
H  1.38  -1.70  -0.79  0.09
H  1.57  -0.55  -2.13  0.12
H  2.11  1.23  -0.70  0.10
H  3.39  -0.01  -0.53  0.13
H  2.80  0.07  1.78  0.05
H  0.35  -0.23  1.27  0.36
H  -2.65  -0.01  -1.33  0.12
H  -3.10  -1.57  -0.46  0.12
H  -3.37  -0.51  1.21  0.06
H  -2.76  1.04  0.72  0.08
H  1.00  1.16  1.09  -0.07
H  0.79  2.67  1.56  0.01
O  0.44  2.06  0.92  -0.19

Results
LUMO level in Ha: -0.00863
Charge: 0
HOMO in eV: -8.60
Kohn-Sham gap in eV: 8.365



Record 2
A 2-piece molecular cluster, C4H15N5 overall. Source: the Open Molecules 2025 dataset; level of theory: ωB97M-V/def2-TZVPD.

Each line ends with the Löwdin charge.
Geometry (Å):
C  0.66  0.69  2.16  -0.11
C  -1.66  0.49  1.73  -0.11
N  -0.40  -0.27  1.79  -0.20
H  0.15  0.65  -0.99  0.09
H  0.82  1.44  1.38  0.08
H  1.61  0.19  2.38  0.07
H  0.40  1.22  3.09  0.08
H  -2.53  -0.18  1.65  0.06
H  -1.69  1.19  0.89  0.08
H  -1.83  1.05  2.65  0.09
N  -0.07  -0.90  0.47  -0.33
C  0.51  0.88  -2.06  -0.36
N  -1.00  -1.88  0.12  0.04
N  1.14  -1.59  0.59  0.02
N  1.87  0.99  -2.13  0.03
C  -0.37  0.89  -3.06  -0.05
H  -1.92  -1.64  0.45  0.05
H  -1.08  -1.91  -0.90  0.08
H  1.02  -2.22  1.37  0.07
H  1.27  -2.18  -0.23  0.08
H  2.34  0.49  -1.38  0.08
H  2.26  0.77  -3.04  0.09
H  -1.43  0.84  -2.86  0.03
H  -0.05  0.99  -4.09  0.04

Results
LUMO level in Ha: 0.03693
SMILES: CN(C)N(N)N.C=CN
Charge: 0
HOMO in eV: -7.96
Kohn-Sham gap in eV: 8.968



Record 3
An isolated ion of composition C4H15N8 and charge +1. Source: the Open Molecules 2025 dataset; level of theory: ωB97M-V/def2-TZVPD.

Each line ends with the Löwdin charge.
Geometry (Å):
C  1.02  -1.18  -0.29  -0.54
C  -0.35  -1.74  -0.61  -0.06
C  -1.48  -1.05  0.26  -0.28
C  -0.41  1.15  -0.08  -0.40
N  1.58  -1.89  0.57  0.10
N  1.27  0.03  -0.89  -0.06
N  -0.92  0.23  0.76  -0.09
N  -2.57  -0.80  -0.66  0.05
N  -0.97  1.39  -1.30  0.16
N  0.39  2.16  0.56  0.10
N  -0.21  0.21  1.97  0.07
N  2.52  0.62  -0.73  0.11
H  -0.45  -1.66  -1.67  0.11
H  -0.32  -2.73  -0.38  0.08
H  -1.70  -1.54  1.18  0.14
H  2.52  -1.68  1.04  0.08
H  -2.93  -1.71  -0.82  0.08
H  -3.42  -0.38  -0.27  0.11
H  -1.68  0.77  -1.76  0.12
H  -0.68  2.23  -1.85  0.14
H  0.18  3.16  0.27  0.14
H  0.46  2.11  1.61  0.11
H  0.63  -0.42  2.07  0.11
H  -0.71  -0.36  2.62  0.10
H  2.36  1.31  -0.04  0.10
H  2.66  0.99  -1.72  0.20
H  3.43  0.13  -0.52  0.19

Results
LUMO level in Ha: -0.10345
Charge: +1
HOMO in eV: -11.84
Kohn-Sham gap in eV: 9.028



Record 4
A 3-piece molecular cluster, C4H15NO2 overall. Source: the Open Molecules 2025 dataset; level of theory: ωB97M-V/def2-TZVPD.

Each line ends with the Löwdin charge.
Geometry (Å):
C  -0.49  0.91  0.58  -0.28
N  -1.53  -0.16  0.84  -0.11
C  -2.26  -0.65  -0.34  -0.31
C  -1.50  -1.68  -1.20  -0.15
C  0.80  0.36  0.03  -0.27
H  -1.04  1.76  0.13  0.10
H  -0.24  1.15  1.66  0.08
H  -1.01  -0.94  1.21  0.08
H  -3.21  -1.06  -0.06  0.08
H  -2.50  0.18  -1.02  0.10
H  -0.87  -1.10  -1.85  0.02
H  -0.93  -2.35  -0.54  0.07
H  -2.15  -2.28  -1.82  0.05
H  1.47  1.19  -0.10  0.02
H  0.82  -0.15  -0.94  0.02
H  1.43  -0.30  0.64  0.05
H  1.25  1.82  2.57  0.00
H  1.71  0.42  2.85  0.03
O  1.56  1.28  3.30  -0.10
H  3.39  -0.04  -2.25  -0.05
H  2.29  1.07  -2.08  -0.07
O  2.99  0.57  -1.61  -0.36

Results
Spin multiplicity: 2
LUMO level (spin up / spin down) in Ha: 0.13782 / 0.13277
Charge: -1
HOMO (spin up / spin down) in eV: 0.84 / -5.68
Kohn-Sham gap (spin up / spin down) in eV: 2.908 / 9.296



Computed strongest force on any atom, in the same sequence as the records: 4.36 2.49 4.78 3.47 eV/Å.